DFT (the ωB97M-V functional and the def2-TZVPD basis) results for a molecular structure, C38H35ClN2RuSi2.

Output
* E: -2712.14867 Ha
* 2S+1: 6
* frontier orbital gap (alpha / beta): 5.34 / 4.16 eV
* expectation value of S²: 8.799
* total charge: +1
* LUMO level (alpha / beta): -2.52 / -6.52 eV

Structure (XYZ):
```
79
C38H35ClN2RuSi2 (the ωB97M-V functional and the def2-TZVPD basis)
C 4.92 0.81 -0.76
C 3.89 0.43 -1.72
C 2.83 1.42 -1.66
H 3.94 -0.43 -2.39
C 3.19 2.40 -0.65
C 4.45 2.00 -0.06
H 5.01 2.55 0.69
H 5.88 0.32 -0.63
H 2.02 1.50 -2.36
H 2.63 3.30 -0.40
Ru 3.00 0.44 0.21
Si -1.61 -1.05 1.40
C -1.49 -2.41 0.11
C -2.44 -3.44 0.12
H -3.12 -3.57 0.97
C -2.51 -4.36 -0.93
H -3.28 -5.12 -0.93
C -1.54 -4.33 -1.95
H -1.55 -5.08 -2.74
C -0.50 -3.39 -1.90
H 0.31 -3.41 -2.63
C -0.44 -2.48 -0.84
H 0.47 -1.86 -0.73
C -1.13 0.64 0.32
C -0.63 0.67 -1.05
H -0.56 -0.22 -1.66
C -0.41 1.93 -1.77
H -0.15 1.96 -2.83
C -0.27 3.12 -1.00
H -0.09 4.08 -1.50
C -0.29 2.99 0.38
H 0.07 3.85 0.98
C -0.76 1.84 1.01
H -0.73 1.81 2.11
H 1.61 0.66 0.99
Si -2.22 1.62 -1.24
C -3.43 2.98 -0.82
C -4.36 3.23 -1.83
H -4.37 2.60 -2.73
C -5.29 4.27 -1.70
H -5.98 4.49 -2.52
C -5.30 5.03 -0.52
H -5.97 5.88 -0.43
C -4.46 4.69 0.55
H -4.50 5.24 1.49
C -3.56 3.63 0.41
H -2.97 3.29 1.26
C -3.33 0.27 -2.02
C -2.98 -0.40 -3.20
H -2.15 -0.07 -3.82
C -3.70 -1.54 -3.58
H -3.48 -2.00 -4.55
C -4.67 -2.08 -2.74
H -5.23 -2.96 -3.05
C -4.90 -1.50 -1.49
H -5.56 -1.99 -0.78
C -4.29 -0.29 -1.17
H -4.54 0.22 -0.22
H -0.76 -1.50 2.50
Cl -3.54 -1.13 2.16
N 2.71 -1.78 0.63
C 3.63 -2.22 1.65
C 4.24 -3.46 1.65
C 5.17 -3.76 2.67
C 5.44 -2.86 3.68
C 4.83 -1.58 3.70
C 5.03 -0.58 4.66
C 4.45 0.66 4.47
C 3.76 0.96 3.29
N 3.62 0.04 2.33
C 3.98 -1.24 2.59
H 2.89 -2.31 -0.22
H 1.74 -1.95 0.89
H 4.06 -4.16 0.84
H 5.69 -4.73 2.65
H 6.15 -3.11 4.47
H 5.65 -0.81 5.53
H 4.54 1.45 5.21
H 3.28 1.92 3.09
```

DFT (the ωB97M-V functional and the def2-TZVPD basis) results for C18H33O5P in the gas phase.

Output
* E: -1422.97516 Ha
* structure (SMILES): C=CC[C@]1([PH2]=O)OC(=O)O[C@@H]1CCCCCCCCCCCOC
* frontier orbital gap: 9.96 eV
* LUMO level: 0.30 eV

Structure (XYZ):
```
57
C18H33O5P (the ωB97M-V functional and the def2-TZVPD basis)
C 1.89 -3.83 -1.20
C 2.85 -3.01 -1.87
C 2.34 -1.85 -2.83
C 2.11 -0.42 -2.15
P 0.99 0.43 -3.48
O -0.43 0.76 -2.96
O 3.20 0.54 -2.05
C 2.50 1.69 -1.49
O 2.75 2.90 -1.64
O 1.43 1.21 -0.65
C 1.34 -0.26 -0.77
C 1.94 -0.82 0.60
C 2.67 0.26 1.54
C 1.64 1.03 2.55
C 1.52 2.61 2.27
C 0.01 3.04 2.72
C -0.85 3.16 1.36
C -1.82 1.86 1.20
C -2.55 2.05 -0.23
C -3.19 0.70 -0.82
C -3.84 -0.28 0.28
C -2.95 -1.62 0.29
O -3.75 -2.78 0.72
C -2.82 -3.89 0.96
H 2.23 -4.59 -0.42
H 0.76 -3.72 -1.36
H 3.95 -3.23 -1.63
H 1.44 -2.24 -3.42
H 3.17 -1.70 -3.63
H 0.79 -0.53 -4.56
H 1.66 1.55 -4.10
H 0.24 -0.56 -0.84
H 2.64 -1.71 0.51
H 1.03 -1.20 1.22
H 3.37 0.98 0.99
H 3.35 -0.35 2.25
H 2.05 0.92 3.62
H 0.63 0.48 2.56
H 1.77 2.92 1.20
H 2.26 3.13 2.98
H -0.40 2.18 3.38
H 0.02 3.97 3.37
H -1.43 4.14 1.41
H -0.20 3.19 0.41
H -1.23 0.88 1.27
H -2.59 1.95 2.05
H -1.72 2.41 -0.95
H -3.33 2.90 -0.21
H -3.93 1.02 -1.65
H -2.35 0.14 -1.37
H -4.89 -0.58 -0.10
H -3.98 0.18 1.31
H -2.00 -1.53 0.94
H -2.56 -1.91 -0.77
H -3.28 -4.90 0.65
H -2.61 -3.92 2.09
H -1.82 -3.74 0.42
```